No. 1
# C3H5NO2

C3H5NO2 in the gas phase (ωB97M-V/def2-TZVPD, the OMol25 dataset).

XYZ file:
```
11
Properties=species:S:1:pos:R:3:forces:R:3
N -0.0041 1.5241 -0.6134 -0.4 0.0 0.4
C 1.5265 -0.6955 0.3067 0.0 0.0 0.4
O 0.5855 -1.0775 -0.5679 0.1 0.0 0.0
C -0.7343 -0.7243 -0.1846 -0.2 0.0 0.0
C -0.8670 0.7741 -0.0700 0.2 0.1 -0.2
O 1.3102 -0.3170 1.4284 0.3 -0.2 -0.6
H -0.1961 2.5022 -0.4057 -0.1 0.0 -0.1
H 2.5115 -0.8061 -0.1669 0.0 0.0 0.2
H -1.0346 -1.2041 0.7541 0.2 0.1 -0.1
H -1.3682 -1.1024 -0.9893 -0.1 0.0 0.1
H -1.7294 1.1264 0.5087 0.1 0.0 -0.1
```
Positions in Å, forces in eV/Å.

SMILES ... [H]/N=C/COC=O
Lowest unoccupied orbital energy ... 0.97 eV
Energy above the lowest of the compared OMol25 structures with the same formula, charge and spin ... 1.3338 eV
Maximum force ... 0.65 eV/Å
Total charge ... 0
HOMO-LUMO gap ... 11.413 eV
M ... 87.1 g/mol
Energy ... -8776.3609 eV


No. 2
# C2H12O3S2

4 unconnected molecules or ions with the total composition C2H12O3S2 in a non-equilibrium geometry (ωB97M-V/def2-TZVPD, the OMol25 dataset).

XYZ file:
```
19
Properties=species:S:1:pos:R:3:forces:R:3
C 2.0281 -1.4870 0.6049 0.1 1.6 1.0
C 0.7011 -0.7697 0.5344 -1.5 -0.2 -0.9
S 0.0655 -0.3899 2.2157 -0.9 1.2 -0.6
S -1.5870 1.0182 1.8218 0.8 -1.8 -1.0
H 1.9453 -2.3377 1.2632 0.2 -0.7 -0.3
H 2.6434 -0.7455 1.1517 0.4 -0.6 -0.4
H 2.4521 -1.6506 -0.3919 -0.2 -0.4 0.4
H -0.1136 -1.3835 0.1206 0.5 0.0 -0.2
H 0.7821 0.0856 -0.1521 -0.1 0.2 0.7
H -2.2041 0.2784 0.7898 0.6 0.7 1.2
H -1.2526 1.8560 -2.1970 -0.8 0.3 0.1
H -0.0407 1.0486 -2.2276 -1.5 -0.6 0.7
O -0.9954 0.9855 -1.8884 2.4 0.3 -1.0
H -1.0768 -1.0380 -2.4452 0.1 -0.3 0.0
H -1.3694 -2.1053 -3.4588 -0.6 -0.3 -1.0
O -0.8503 -1.9532 -2.6904 0.5 0.7 1.1
H 2.2899 1.1120 -2.0811 0.0 0.4 -0.6
H 2.1726 2.5782 -2.4943 0.1 0.4 0.1
O 2.0634 1.6912 -2.8352 -0.2 -0.8 0.6
```
Positions in Å, forces in eV/Å.

SMILES ... CCSS.O.O.O
Lowest unoccupied orbital energy ... 0.21 eV
Energy above the lowest of the compared OMol25 structures with the same formula, charge and spin ... 1.0161 eV
Maximum force ... 2.63 eV/Å
Total charge ... 0
HOMO-LUMO gap ... 8.749 eV
M ... 148.2 g/mol
Energy ... -30081.2135 eV


No. 3
# C7H12Si

C7H12Si in the gas phase in a non-equilibrium geometry (ωB97M-V/def2-TZVPD, the OMol25 dataset).

XYZ file:
```
20
Properties=species:S:1:pos:R:3:forces:R:3
C 2.5940 -0.3363 0.0437 1.1 0.0 -0.4
C 1.8621 0.6089 0.1674 -1.4 1.1 0.2
C -2.2524 0.7398 0.0370 -2.1 -1.4 -0.5
C -1.8856 -0.8314 0.3612 -1.8 2.4 0.1
C -1.3037 1.8621 0.4122 0.9 0.7 -1.2
C -0.8479 -1.5281 -0.3327 2.0 -0.5 0.5
C 3.4010 -1.4510 -0.3875 1.1 -0.5 -1.0
Si 0.5819 1.8177 -0.3347 -1.6 0.1 0.3
H -2.6223 0.8228 -1.0043 0.6 -0.1 0.2
H -3.2589 0.7791 0.5917 1.5 0.5 -0.4
H -1.7435 -0.7959 1.4033 0.0 -0.5 1.6
H -2.8759 -1.2692 0.1500 0.2 -0.3 0.2
H -1.7042 2.9533 0.2918 0.6 -2.1 -0.3
H -1.1810 1.7699 1.4485 0.5 0.0 1.9
H 0.0469 -2.0369 0.1171 -1.3 0.5 -0.3
H -0.7106 -1.0838 -1.2611 0.7 0.0 -2.1
H 2.6882 -2.0132 -1.0623 1.3 -0.1 0.7
H 4.4175 -1.2368 -0.8886 -1.9 0.4 0.1
H 3.8329 -2.0034 0.4394 -0.8 -0.7 0.4
H 0.9616 3.2325 -0.1921 0.4 0.1 0.1
```
Positions in Å, forces in eV/Å.

Lowest unoccupied orbital energy (spin up / spin down) ... -0.59 / 0.34 eV
Energy above the lowest of the compared OMol25 structures with the same formula, charge and spin ... 5.5235 eV
Maximum force ... 3.02 eV/Å
Total charge ... 0
HOMO-LUMO gap (spin up / spin down) ... 7.413 / 7.513 eV
M ... 124.3 g/mol
Energy ... -15324.9806 eV


No. 4
# C16H33GaN4O3S5

A molecular structure, C16H33GaN4O3S5 in a non-equilibrium geometry (ωB97M-V/def2-TZVPD, the OMol25 dataset).

XYZ file:
```
62
Properties=species:S:1:pos:R:3:forces:R:3
Ga 8.0089 10.2157 7.8367 -0.2 0.0 1.8
S 9.8376 9.8696 9.5101 -0.7 -1.1 -2.8
S 8.8508 10.5610 11.0614 0.1 1.7 2.2
S 6.9271 9.9768 11.1477 0.0 -1.2 0.8
S 6.1532 10.7761 9.4935 0.2 0.3 -1.2
C 10.6182 9.8108 6.1338 0.7 1.5 1.2
N 9.2415 9.3691 6.0876 -1.6 0.6 -0.7
C 8.6075 9.7651 4.7345 -0.8 -0.3 1.8
C 9.0798 7.9298 6.3086 0.4 -0.8 -0.6
C 7.6041 7.5840 6.4230 -0.8 -0.7 -0.2
N 6.9090 8.1904 7.5938 0.5 -0.7 -1.2
C 7.0984 7.2162 8.7069 0.8 1.3 1.4
C 5.4174 8.3639 7.3056 1.9 2.9 -0.4
H 11.2642 9.2609 5.4864 0.3 -0.5 -1.0
H 11.0569 9.6603 7.1397 -0.5 0.2 -0.3
H 10.6870 10.9107 5.8949 -0.1 -1.2 0.3
H 9.0817 9.2076 3.9351 0.2 0.0 -0.2
H 8.7360 10.8565 4.6124 -0.2 -0.7 0.0
H 7.5142 9.4767 4.8031 1.4 0.9 -0.4
H 9.6784 7.5758 7.1687 -0.5 0.6 0.1
H 9.5257 7.3191 5.4772 -0.4 0.7 0.2
H 7.5285 6.4827 6.4556 -0.1 0.3 0.1
H 7.0148 7.8813 5.5491 0.5 -0.1 0.0
H 6.3487 6.4458 8.6422 -0.1 -0.6 -0.3
H 6.8965 7.7702 9.6430 0.3 -0.4 -0.3
H 8.1586 6.8007 8.7682 -1.5 0.6 -0.3
H 4.9106 7.4708 7.1241 -0.6 -1.7 -0.1
H 5.2910 9.0730 6.4378 0.3 -1.0 0.8
H 5.0422 8.9374 8.1447 -0.3 -0.3 0.3
C 9.5659 15.4405 6.1724 -1.2 1.4 1.5
C 8.4739 15.7644 7.2198 -0.8 -0.2 0.4
C 7.4299 14.5690 7.5338 1.3 0.7 -2.4
C 6.7200 14.9037 8.8054 -0.9 0.6 2.2
C 5.2804 14.4163 9.0945 -0.7 -0.2 -0.7
C 6.4837 14.5685 6.3158 0.0 0.2 0.4
O 6.1171 15.5916 5.7653 0.0 -1.4 0.4
N 6.0411 13.2961 5.9086 -2.0 0.2 -0.6
C 6.4735 12.0523 6.3683 -0.3 -0.3 -0.3
O 5.9764 10.9789 5.9540 0.7 1.8 0.6
N 7.5060 12.0601 7.2395 0.8 -0.1 -0.8
C 8.1302 13.2267 7.7125 0.4 -0.7 0.0
O 9.1840 13.1267 8.3064 -0.5 0.1 -0.2
H 9.9302 14.5037 6.4844 0.9 -1.2 -0.2
H 10.3507 16.1908 6.2824 0.0 -0.1 -0.3
H 9.1488 15.4484 5.1883 -0.1 -0.1 -0.7
H 7.8687 16.6719 6.9598 0.4 -1.0 0.0
H 8.9153 16.0119 8.1851 0.3 -0.2 0.0
H 6.6635 16.0007 8.8255 0.2 -0.2 0.2
H 7.3456 14.5466 9.7000 -0.6 0.7 -1.4
H 4.5039 14.4488 8.2467 1.4 0.0 1.0
H 4.8770 15.0522 9.8857 0.0 0.0 -0.1
H 5.3236 13.4164 9.5201 -0.2 -0.2 -0.3
H 5.1033 13.2985 5.4382 1.5 -0.1 0.3
C 7.9093 6.9267 13.9643 0.2 -0.7 0.6
S 6.1999 6.3966 14.4939 1.2 0.2 0.1
C 5.4668 5.8261 12.9703 0.0 -0.4 -1.2
H 7.9754 7.9852 13.6838 -0.3 -0.4 -0.4
H 8.3927 6.2375 13.2135 -0.8 0.8 0.7
H 8.5085 6.8442 14.8933 -0.3 -0.1 -0.5
H 5.6296 6.6165 12.2040 -0.5 -0.5 0.4
H 4.3697 5.6846 13.1785 1.1 0.1 -0.4
H 5.9376 4.8746 12.5556 -0.7 1.0 0.7
```
Positions in Å, forces in eV/Å.

Lowest unoccupied orbital energy ... 0.23 eV
Energy above the lowest of the compared OMol25 structures with the same formula, charge and spin ... 1.0603 eV
Maximum force ... 3.48 eV/Å
Total charge ... 0
HOMO-LUMO gap ... 7.401 eV
M ... 559.5 g/mol
Energy ... -135785.0770 eV


No. 5
# C11H23N

C11H23N in the gas phase in a non-equilibrium geometry (ωB97M-V/def2-TZVPD, the OMol25 dataset).

XYZ file:
```
35
Properties=species:S:1:pos:R:3:forces:R:3
N -0.1091 0.1318 -0.1115 0.7 1.0 0.2
C -0.6404 1.9974 2.1753 -0.3 -0.3 -0.5
C -1.7651 -1.6909 -0.4008 -0.1 0.3 1.1
C -0.3588 -1.7338 1.5948 -1.4 0.0 0.3
C 0.8351 0.5498 -2.3949 -0.5 0.1 0.0
C 2.0429 1.3856 -0.3865 0.2 0.4 0.0
C -1.1426 1.2139 -0.1778 0.1 -1.7 -0.2
C -1.7452 1.5351 1.1822 1.0 0.5 0.2
C 0.7250 -2.0208 -0.6232 -0.3 -1.0 -0.3
C 1.8575 -1.0374 -0.7579 -0.7 0.2 0.2
C -0.3876 -1.3002 0.1415 -0.8 0.8 -0.8
C 1.1236 0.2828 -0.9193 0.1 0.9 0.3
H 0.0729 1.2021 2.4335 -0.4 0.0 -0.2
H -1.1281 2.3121 3.0896 0.1 0.4 0.2
H -0.0375 2.7973 1.7293 -0.2 0.1 0.2
H -1.9415 -1.3151 -1.3902 0.0 0.1 -0.6
H -2.5541 -1.2841 0.2685 0.3 -0.3 -0.4
H -1.8046 -2.7707 -0.3885 -0.4 -0.3 -0.1
H -1.1935 -1.2416 2.1593 0.9 -0.3 -0.2
H -0.5735 -2.8135 1.6008 0.1 0.2 0.2
H 0.5939 -1.5746 2.0607 0.5 0.3 0.3
H 0.2953 1.5151 -2.5381 0.5 -0.7 -0.1
H 1.7771 0.5178 -2.9276 0.2 0.5 -0.3
H 0.2495 -0.2654 -2.8201 -0.3 0.0 0.0
H 3.0982 1.2741 -0.7193 -0.7 0.0 0.0
H 2.0427 1.3336 0.6958 0.0 0.0 0.3
H 1.7029 2.3847 -0.6767 0.0 0.0 0.0
H -0.7139 2.1440 -0.5392 0.5 -0.1 -0.2
H -1.9203 0.9447 -0.9228 0.1 0.1 0.4
H -2.4990 2.3264 1.0496 0.2 -0.1 0.1
H -2.2434 0.6884 1.6184 -0.4 -0.5 0.1
H 1.0514 -2.8718 -0.0270 -0.1 -0.4 -0.3
H 0.3281 -2.3845 -1.6020 0.5 0.3 0.6
H 2.4825 -1.1930 -1.6171 0.4 -0.3 -0.3
H 2.4799 -1.0393 0.1412 -0.1 0.1 0.0
```
Positions in Å, forces in eV/Å.

SMILES ... CCCN1C(C)(C)CCC1(C)C
Lowest unoccupied orbital energy ... 0.90 eV
Energy above the lowest of the compared OMol25 structures with the same formula, charge and spin ... 0.0000 eV
Maximum force ... 1.75 eV/Å
Total charge ... 0
HOMO-LUMO gap ... 8.646 eV
M ... 169.3 g/mol
Energy ... -13270.2491 eV


No. 6
# C2H2N2O4

C2H2N2O4 in the gas phase in a non-equilibrium geometry (ωB97M-V/def2-TZVPD, the OMol25 dataset).

XYZ file:
```
10
Properties=species:S:1:pos:R:3:forces:R:3
C 0.2792 -1.0228 0.7151 0.2 0.2 -0.2
C -0.7413 0.3297 -0.6431 -0.2 -0.2 -0.2
H 1.2821 -2.1849 1.8294 -0.3 0.2 -0.2
H 0.0664 2.4073 -1.0088 -0.1 0.0 -0.1
N 1.0709 -0.0029 0.6992 -0.4 -0.5 0.2
N 0.3663 0.8420 -0.1082 -1.0 -0.3 -0.4
O 0.4235 -2.1576 1.3726 0.1 -0.1 0.1
O 0.8287 2.0266 -0.5455 1.1 0.9 0.1
O -1.4948 0.8205 -1.4432 -0.1 -0.1 0.1
O -0.8370 -0.9317 -0.0578 0.6 0.0 0.5
```
Positions in Å, forces in eV/Å.

SMILES ... O=c1oc(O)nn1O
Lowest unoccupied orbital energy ... 0.35 eV
Energy above the lowest of the compared OMol25 structures with the same formula, charge and spin ... 0.9290 eV
Maximum force ... 1.42 eV/Å
Total charge ... 0
HOMO-LUMO gap ... 9.362 eV
M ... 118.0 g/mol
Energy ... -13274.2470 eV


- total charge of number 6 (C2H2N2O4)?
  0